Formula: C15H22O
Source: OMol25
Level of theory: ωB97M-V/def2-TZVPD

Last column: natural (NBO) charge in e.
Element x y z (Å)
C -2.7931 -0.2032 -0.9211  -0.65
C -2.0975 0.2114 0.3429  0.07
C -2.7813 -0.2822 1.5871  -0.65
C -0.9641 0.9147 0.3338  -0.13
C -0.2863 1.4921 1.5547  -0.47
C 1.1037 1.0247 1.8915  -0.20
C 1.6257 -0.1963 1.8354  0.04
C 3.0393 -0.4267 2.2952  -0.64
C 0.9082 -1.4239 1.3479  -0.46
C 1.5394 -2.0418 0.0751  -0.44
C 0.7455 -1.8674 -1.1886  -0.18
C 0.5178 -0.7395 -1.8529  0.03
C -0.1521 -0.7391 -3.1967  -0.64
C 0.9214 0.6257 -1.3634  -0.57
C -0.3296 1.3769 -0.9408  0.61
O -0.7745 2.2922 -1.5916  -0.54
H -2.5403 0.4538 -1.7464  0.23
H -3.8712 -0.1780 -0.7728  0.22
H -2.5135 -1.2220 -1.1895  0.22
H -3.6139 0.3749 1.8395  0.23
H -2.1128 -0.3340 2.4419  0.21
H -3.1855 -1.2767 1.4060  0.22
H -0.9229 1.3326 2.4287  0.23
H -0.2361 2.5747 1.3988  0.23
H 1.7326 1.8186 2.2782  0.20
H 3.4320 0.4470 2.8090  0.22
H 3.6941 -0.6443 1.4510  0.21
H 3.0812 -1.2788 2.9712  0.21
H -0.1371 -1.1983 1.1548  0.24
H 0.9498 -2.1664 2.1497  0.21
H 2.5319 -1.6133 -0.0821  0.21
H 1.6764 -3.1126 0.2340  0.22
H 0.3840 -2.7888 -1.6274  0.20
H -0.7070 -1.6584 -3.3644  0.22
H 0.6039 -0.6507 -3.9785  0.22
H -0.8258 0.1085 -3.2965  0.22
H 1.5990 0.5483 -0.5149  0.25
H 1.3933 1.1839 -2.1753  0.23

The calculation puts the frontier orbital gap at 9.422 eV. The largest force on an atom comes out at 0.0107 hartree/bohr. As for the HOMO energy: -0.3157 hartree. As for the SMILES: CC(C)=C1C/C=C(/C)CC/C=C(/C)CC1=O.

Formula: C2H2N2O2S
Source: OMol25
Level of theory: ωB97M-V/def2-TZVPD

Last column: natural (NBO) charge in e.
Element x y z (Å)
C -1.5993 -0.9047 -0.0565  0.18
C 0.3977 -0.1600 -0.5573  -0.20
N -2.5184 -1.5580 0.1128  -0.41
N 0.1269 1.2828 -0.0081  0.51
O -0.5693 1.9884 -0.6388  -0.32
O 0.6468 1.4826 1.0655  -0.37
S 1.7067 -0.9760 0.1925  0.16
H 0.3843 -0.0019 -1.6233  0.25
H 1.4245 -1.1531 1.5133  0.19

The calculation puts the frontier orbital gap at 8.802 eV. The largest force on an atom comes out at 0.1035 hartree/bohr. As for the HOMO energy: -0.4044 hartree.

Formula: C15H26N6O7Pt
Source: OMol25
Level of theory: ωB97M-V/def2-TZVPD

Last column: natural (NBO) charge in e.
Element x y z (Å)
O -0.7217 -0.7213 -4.0339  -0.92
H -1.0315 -1.3478 -4.8243  0.50
Pt 0.1285 0.0526 -0.7681  1.26
N 1.3303 -1.5280 -1.4350  -0.04
N -0.9505 -1.7442 -0.5283  -0.13
N 0.4666 2.1047 -0.6934  -0.10
N -1.3314 0.8565 0.3883  -0.11
O 2.5680 -1.4094 -1.5901  -0.51
O 1.5588 2.6996 -1.1004  -0.58
O -1.9120 0.1947 1.3611  -0.55
O -2.0634 -1.8801 0.1366  -0.59
C -0.5350 -2.8313 -1.2331  0.18
C 0.7454 -2.7091 -1.7881  0.01
C -0.5258 2.9053 -0.2116  0.08
C -1.5471 2.1901 0.3951  0.21
C 1.4466 -3.7035 -2.6267  -0.66
H 1.1732 -3.5749 -3.6911  0.22
H 1.2263 -4.7500 -2.3609  0.22
H 2.5199 -3.5226 -2.5336  0.26
C -1.3709 -4.0733 -1.1375  -0.66
H -2.3902 -3.9703 -1.6088  0.24
H -1.5306 -4.4267 -0.0758  0.24
H -0.8485 -4.9021 -1.6728  0.21
C -0.2443 4.3347 -0.0662  -0.67
C -2.4954 2.7658 1.3575  -0.68
H 0.3842 4.6903 -0.8879  0.26
H 0.3007 4.5252 0.8747  0.25
H -1.1635 4.9282 -0.0402  0.22
H -3.3800 2.1377 1.5716  0.25
H -2.8665 3.7462 1.0011  0.23
H -2.0021 2.9787 2.3388  0.25
H 1.5787 1.3073 -2.1540  0.54
H -2.0840 -0.7993 0.8609  0.47
C -2.1352 0.0716 -3.0481  -0.60
H -2.5867 -0.9140 -3.0602  0.17
H -2.1753 0.7863 -3.8730  0.17
H -2.4989 0.5601 -2.0439  0.16
O 0.9700 0.5563 -2.5843  -0.98
H 0.2366 -0.6787 -3.8897  0.52
H 0.1916 1.0639 -3.0181  0.51
N 2.0428 1.8996 5.1845  -0.81
C 1.4881 1.9839 3.9548  0.66
O 0.9454 2.9724 3.4896  -0.60
C 1.5685 0.6827 3.2051  -0.18
C 1.8362 -0.6111 3.6758  -0.13
C 1.6739 -1.7098 2.8701  -0.25
C 1.1654 -1.5444 1.5793  0.09
N 0.9047 -0.2994 1.1699  -0.49
C 1.2124 0.8002 1.8580  0.11
H 2.0831 2.7719 5.7083  0.41
H 2.5806 1.1248 5.4927  0.40
H 2.1837 -0.7302 4.7042  0.21
H 1.8818 -2.7393 3.1570  0.23
H 0.9176 -2.3353 0.8824  0.23
H 1.0812 1.7647 1.3622  0.24

Its multiplicity is 3. As for the expectation value of S²: 2.026. The calculation puts the frontier orbital gap (alpha / beta) at 6.291 / 6.619 eV. The largest force on an atom comes out at 0.1351 hartree/bohr. As for the HOMO energy (alpha / beta): -0.2373 / -0.2489 hartree.

Formula: C40H26F5HoO2S7Sb
Source: OMol25
Level of theory: ωB97M-V/def2-TZVPD

Last column: Mulliken spin population.
Element x y z (Å)
Ho -2.1647 2.4101 0.7554  4.05
S -6.7000 3.3211 -1.5954  0.00
Sb -4.7506 2.9058 -0.5368  0.00
S -3.1370 4.6534 -0.2183  -0.01
S -3.2605 1.3487 -1.5622  -0.01
S -4.6732 1.7921 1.5755  -0.01
C 0.5634 -4.6159 5.0862  0.00
C 0.4055 -3.4258 4.1791  0.00
C -0.8602 -2.9243 3.8810  0.00
C -1.0112 -1.8254 3.0534  0.00
C 0.1117 -1.2265 2.5046  0.00
C 1.3806 -1.6805 2.8242  0.00
C 1.5208 -2.7829 3.6517  0.00
S -0.0804 0.2209 1.4461  0.00
O -1.3400 0.8511 1.9855  -0.01
C -0.6450 -0.7457 0.0161  0.00
C -1.9894 -1.1413 -0.0653  0.00
C -2.4017 -1.8921 -1.1287  0.00
C -1.4989 -2.2758 -2.1412  0.00
C -1.9084 -3.0747 -3.2358  0.00
C -1.0179 -3.4558 -4.1982  0.00
C 0.3344 -3.0699 -4.1056  0.00
C 0.7619 -2.2955 -3.0654  0.00
C -0.1434 -1.8628 -2.0663  0.00
C 0.2605 -1.0453 -0.9772  0.00
C 1.6722 -0.5867 -0.8504  0.00
C 2.6330 -1.5419 -0.3931  0.00
C 2.2553 -2.8682 -0.0678  0.00
C 3.1602 -3.7421 0.4649  0.00
C 4.4921 -3.3421 0.6841  0.00
C 4.8960 -2.0805 0.3499  0.00
C 3.9823 -1.1487 -0.1939  0.00
C 4.3649 0.1729 -0.5108  0.00
C 3.4371 1.0747 -0.9363  0.00
C 2.0832 0.7111 -1.0989  0.00
S 1.0211 2.1591 -1.4102  0.00
O -0.1245 2.0649 -0.4309  -0.01
C 0.3243 1.8632 -3.0413  0.00
C -0.7942 2.6213 -3.3582  0.00
C -1.4331 2.4126 -4.5679  0.00
C -0.9671 1.4602 -5.4664  0.00
C -1.7125 1.1811 -6.7417  0.00
C 0.2068 0.7750 -5.1636  0.00
C 0.8628 0.9813 -3.9637  0.00
H -0.3877 -5.1278 5.2226  0.00
H 0.9223 -4.2993 6.0676  0.00
H 1.2867 -5.3227 4.6783  0.00
H -1.7375 -3.3982 4.3038  0.00
H -1.9926 -1.4170 2.8466  0.00
H 2.2530 -1.1707 2.4327  0.00
H 2.5131 -3.1468 3.8928  0.00
H -2.6886 -0.8500 0.7090  0.00
H -3.4446 -2.1660 -1.2140  0.00
H -2.9454 -3.3824 -3.2910  0.00
H -1.3434 -4.0649 -5.0319  0.00
H 1.0342 -3.3873 -4.8689  0.00
H 1.8058 -2.0184 -2.9873  0.00
H 1.2293 -3.1753 -0.2206  0.00
H 2.8473 -4.7435 0.7300  0.00
H 5.1913 -4.0392 1.1283  0.00
H 5.9196 -1.7673 0.5178  0.00
H 5.3999 0.4650 -0.3846  0.00
H 3.7236 2.0991 -1.1413  0.00
H -1.1766 3.3530 -2.6574  0.00
H -2.3339 2.9706 -4.7869  0.00
H -2.7873 1.2123 -6.5657  0.00
H -1.4512 0.1991 -7.1361  0.00
H -1.4715 1.9287 -7.5006  0.00
H 0.6018 0.0514 -5.8666  0.00
H 1.7817 0.4547 -3.7421  0.00
F -1.9125 6.3032 6.8693  0.00
C -1.4286 5.6821 5.7851  0.00
C -2.2712 4.9756 4.9430  0.00
F -3.5716 4.8880 5.2295  0.00
C -1.7438 4.3727 3.8233  0.00
F -2.5751 3.6991 3.0018  0.00
C -0.3910 4.4093 3.4742  0.00
S 0.1852 3.6596 2.0404  -0.01
C 0.4285 5.1027 4.3744  0.00
F 1.7479 5.1713 4.1553  0.00
C -0.0763 5.7365 5.4916  0.00
F 0.7426 6.4128 6.3115  0.00

Its multiplicity is 5. As for the expectation value of S²: 6.004. The calculation puts the frontier orbital gap (alpha / beta) at 5.488 / 5.501 eV. The largest force on an atom comes out at 0.0337 hartree/bohr. As for the HOMO energy (alpha / beta): -0.1656 / -0.1661 hartree. The net charge is -1.

> The highest largest force on an atom belongs to which entry?

C15H26N6O7Pt